--- a ---
14
Properties=species:S:1:pos:R:3 method="wB97M-V/def2-TZVPD" gap_ev=9.61 homo_ev=-8.853
O -1.842 -1.056 -0.759
N -0.299 -1.480 0.961
N -0.024 0.329 -0.254
C -0.849 -0.732 -0.127
C 1.185 0.210 0.992
C -0.336 1.304 -1.352
H 1.998 0.666 0.466
H -0.617 2.305 -0.996
H -0.924 -1.594 1.732
H 0.488 1.423 -2.065
H 0.120 -2.341 0.656
H 0.770 0.790 1.816
H -1.203 0.940 -1.937
H 1.634 -0.685 1.510


--- b ---
14
Properties=species:S:1:pos:R:3 method="wB97M-V/def2-TZVPD" gap_ev=10.08 homo_ev=-9.366
O -0.036 -1.792 -0.828
N 0.621 2.080 1.194
N 1.849 0.593 -0.220
C -2.348 -1.322 -1.098
C -1.195 -1.058 -0.528
C 1.551 0.967 0.972
H -0.295 1.991 0.687
H -3.230 -1.459 -0.366
H 0.639 -1.165 -1.038
H 1.961 0.330 1.974
H 0.890 3.014 1.010
H -0.976 -0.637 0.413
H 2.783 0.217 -0.135
H -2.215 -1.758 -2.038


--- c ---
14
Properties=species:S:1:pos:R:3 method="wB97M-V/def2-TZVPD" gap_ev=10.48 homo_ev=-9.632
O -2.299 -0.806 -2.648
N 1.838 0.337 1.493
N -0.940 -0.511 -0.854
C 0.451 0.078 1.217
C 0.205 0.228 -0.328
C -1.700 -0.074 -1.894
H -1.783 1.018 -1.992
H -0.835 -1.515 -0.806
H 2.340 -0.545 1.486
H 1.072 -0.161 -0.847
H -0.255 0.824 1.619
H 0.021 1.300 -0.417
H 1.947 0.697 2.435
H -0.063 -0.870 1.535


--- d ---
14
Properties=species:S:1:pos:R:3 method="wB97M-V/def2-TZVPD" gap_ev=10.67 homo_ev=-9.715
O -0.727 -0.718 1.431
N 1.314 -0.972 -0.874
N 0.399 0.902 0.361
C 1.504 -0.043 0.261
C -2.015 0.600 -0.083
C -0.811 0.296 0.765
H -2.884 0.666 0.585
H 2.225 -1.356 -1.108
H -2.188 -0.282 -0.703
H 0.804 -1.809 -0.610
H 1.642 -0.585 1.187
H -1.900 1.498 -0.675
H 2.405 0.506 0.021
H 0.233 1.296 -0.558


d wins, 6.8 kcal/mol ahead of the next structure.


--- a ---
14
Properties=species:S:1:pos:R:3 method="wB97M-V/def2-TZVPD" gap_ev=10.49 homo_ev=-9.597
O 0.039 -1.590 1.212
N 1.182 -0.808 0.976
N -0.850 -0.372 -1.333
C 0.912 0.193 0.273
C -0.459 1.989 -0.768
C -0.419 0.554 -0.257
H 1.844 0.751 0.089
H -1.478 2.445 -0.953
H 0.429 -2.367 1.669
H -1.886 -0.157 -1.402
H -1.124 0.404 0.552
H -0.716 -1.321 -0.895
H 0.032 2.688 0.004
H 0.064 2.128 -1.751


--- b ---
14
Properties=species:S:1:pos:R:3 method="wB97M-V/def2-TZVPD" gap_ev=10.14 homo_ev=-9.314
O -2.424 1.902 -0.688
N 1.368 0.598 2.074
N -1.819 0.282 -2.304
C -1.806 0.937 -1.104
C 1.589 -1.241 0.332
C 0.959 -0.331 1.065
H 2.706 -1.273 0.418
H -0.143 -0.260 1.057
H -1.223 -0.525 -2.220
H 2.376 0.758 1.931
H -2.326 0.622 -3.100
H 0.965 -1.939 -0.217
H 1.385 0.177 3.004
H -1.608 0.292 -0.249


--- c ---
14
Properties=species:S:1:pos:R:3 method="wB97M-V/def2-TZVPD" gap_ev=10.52 homo_ev=-9.598
O 1.117 -1.466 0.210
N -1.539 0.024 -1.757
N -0.328 0.272 0.296
C 0.886 -0.317 0.522
C 1.914 0.590 1.173
C -1.416 -0.405 -0.358
H -1.255 -1.478 -0.250
H 1.449 1.265 1.892
H -2.346 -0.153 0.149
H 2.661 -0.036 1.660
H -0.715 -0.272 -2.268
H -2.341 -0.451 -2.162
H -0.471 1.245 0.509
H 2.383 1.184 0.384


c wins, 50.1 kcal/mol ahead of the next structure.


--- a ---
14
Properties=species:S:1:pos:R:3 method="wB97M-V/def2-TZVPD" s_squared=0.75 gap_ev="6.02 / 9.81" multiplicity=2 homo_ev="-4.747 / -8.609"
N 0.482 -0.347 -0.328
N 0.023 -1.845 1.417
C -0.863 1.638 -0.986
C 0.506 0.964 -0.975
C -0.059 -0.540 0.925
H 0.954 -1.081 -0.821
H -1.269 1.755 0.017
H 1.198 1.612 -0.426
H 0.831 0.790 -1.997
H -1.615 1.019 -1.477
H -0.424 -2.043 2.288
H -0.192 0.271 1.621
H -0.797 2.567 -1.550
H 0.332 -2.620 0.883


--- b ---
14
Properties=species:S:1:pos:R:3 method="wB97M-V/def2-TZVPD" s_squared=0.76 gap_ev="4.55 / 10.28" multiplicity=2 homo_ev="-3.648 / -9.542"
N -1.335 1.707 0.074
N 0.564 0.415 -0.410
C 1.370 -0.699 -0.062
C 0.878 -1.887 0.361
C -0.830 0.378 0.097
H 0.901 1.305 -0.056
H -0.735 -0.029 1.100
H -1.736 2.008 -0.803
H 2.417 -0.421 -0.061
H 1.596 -2.634 0.647
H -2.035 1.840 0.799
H -0.157 -2.187 0.361
H -1.358 -0.356 -0.510
H 0.459 0.561 -1.538


--- c ---
14
Properties=species:S:1:pos:R:3 method="wB97M-V/def2-TZVPD" s_squared=0.75 gap_ev="5.24 / 8.09" multiplicity=2 homo_ev="-4.654 / -7.515"
N -1.343 -0.648 -1.197
N 0.744 -0.688 0.208
C -2.395 0.201 -1.277
C 0.958 0.213 1.362
C 1.907 1.125 1.431
H -0.202 -0.826 -0.454
H -2.291 1.296 -1.272
H 1.388 -0.523 -0.594
H 0.139 0.069 2.032
H -3.273 -0.307 -1.648
H 1.141 -1.594 0.392
H 2.854 1.132 0.878
H 1.691 1.894 2.129
H -1.317 -1.345 -1.990


a wins, 50.3 kcal/mol ahead of the next structure.


--- a ---
13
Properties=species:S:1:pos:R:3 method="wB97M-V/def2-TZVPD" total_charge=+1 gap_ev=8.19 homo_ev=-14.350
S -0.598 0.087 -1.949
N 1.832 1.766 -0.487
C -1.039 -1.340 1.594
C -0.444 -0.155 -0.367
C -1.069 -1.189 0.277
H 2.138 2.097 -1.443
H 2.409 1.210 0.105
H -0.320 -0.828 2.223
H -1.469 -0.967 -1.937
H -1.869 -1.721 -0.237
H -1.700 -2.087 2.117
H 1.757 2.659 0.067
H 0.372 0.468 0.036


--- b ---
13
Properties=species:S:1:pos:R:3 method="wB97M-V/def2-TZVPD" total_charge=+1 gap_ev=9.42 homo_ev=-13.355
S 0.518 0.074 1.706
N -0.556 1.644 -0.372
C 1.105 -1.158 0.519
C -0.752 0.397 0.376
C -0.007 -1.110 -0.481
H 2.190 -0.897 0.171
H -1.750 0.152 0.861
H -1.108 1.550 -1.184
H 0.341 1.858 -0.843
H -0.543 2.492 0.274
H 1.232 -2.263 0.979
H -0.751 -1.830 -0.470
H 0.083 -0.909 -1.535


a wins, 10.1 kcal/mol ahead of the next structure.